[1]
C3H3N2O | the ωB97M-V functional and the def2-TZVPD basis

Positions of all 9 atoms, in Å:
O1 -2.274338 0.201374 -0.074420
C1 -1.009915 -0.040629 -0.146387
C2 -0.166175 -1.278186 -0.109163
N1 1.057953 -0.942419 0.080580
C3 1.132699 0.428288 0.115528
N2 -0.036181 0.995048 0.008916
H1 -0.504850 -2.302833 -0.151331
H2 2.073477 0.951999 0.242112
H3 -0.272669 1.987359 0.034166

Force components x, y, z for each atom (eV/Å):
O 6.99 -1.65 -0.68
C -7.22 1.73 0.95
C 0.28 0.11 0.06
N 0.31 -1.17 -0.14
C -0.63 0.67 0.05
N 0.39 0.47 -0.15
H -0.15 -0.02 -0.07
H -0.07 0.05 -0.03
H 0.11 -0.20 -0.01

Charge: +1
ΔE to the lowest compared entry with this formula, charge and spin in kcal per mole: 25.1
E_HOMO in eV: -16.76
HOMO-LUMO gap in eV: 8.4
SMILES string: O=C1C=NC=[NH+]1



[2]
C3H3N2O | the ωB97M-V functional and the def2-TZVPD basis

Positions of all 9 atoms, in Å:
C1 -0.545185 -0.618747 1.461616
C2 -0.705679 0.298284 0.577505
C3 -0.653685 0.820919 -0.617481
N1 0.509406 0.552092 -1.321564
N2 1.553303 0.118785 -1.233901
O1 2.584009 -0.253339 -1.499518
H1 -0.797061 -1.669514 1.282845
H2 -0.402311 -0.576524 2.439116
H3 -1.542798 1.328044 -1.088618

Force components x, y, z for each atom (eV/Å):
C -1.37 -1.27 -2.45
C 0.26 -1.12 -0.22
C -2.39 0.96 0.34
N 0.26 0.46 -0.14
N -1.58 0.94 -1.40
O 2.12 -0.94 0.41
H -0.19 0.26 -0.88
H 1.24 1.22 4.31
H 1.65 -0.50 0.03

Charge: +1
ΔE to the lowest compared entry with this formula, charge and spin in kcal per mole: 131.3
E_HOMO in eV: -15.52
HOMO-LUMO gap in eV: 9.0
SMILES string: C=C=C[N+]#[N+][O-]



[3]
C3H3N2O | the ωB97M-V functional and the def2-TZVPD basis

Positions of all 9 atoms, in Å:
C1 -0.119855 1.287760 -0.048798
C2 0.944315 0.468909 0.048198
C3 -0.260691 -1.488668 0.026635
N1 -1.430224 0.702797 -0.035748
N2 -1.792703 -0.420565 0.011747
O1 0.820547 -0.924724 -0.061085
H1 0.027424 2.408967 -0.026259
H2 2.060795 0.615112 0.130306
H3 -0.249610 -2.649591 -0.044992

Force components x, y, z for each atom (eV/Å):
C 1.44 -0.45 0.71
C 1.01 1.14 -0.40
C -3.50 -1.79 -0.24
N -0.05 1.78 -0.40
N 2.58 -1.67 0.23
O 0.95 -0.01 0.25
H -0.72 -1.59 -0.08
H -1.69 0.63 -0.14
H -0.02 1.95 0.08

Charge: +1
ΔE to the lowest compared entry with this formula, charge and spin in kcal per mole: 104.3
E_HOMO in eV: -15.08
HOMO-LUMO gap in eV: 8.8



[4]
C3H3N2O2 | the ωB97M-V functional and the def2-TZVPD basis

Positions of all 10 atoms, in Å:
C1 2.029492 -0.516016 -0.900297
C2 1.288677 0.052601 -0.161075
C3 0.415910 0.752758 0.660368
N1 -1.281286 0.770093 -0.248048
N2 -1.866217 -0.357743 -0.083184
O1 -1.304764 -1.309952 0.463451
O2 -3.010433 -0.492970 -0.510118
H1 2.625657 -0.898739 -1.745707
H2 0.751994 1.710551 0.810658
H3 0.350973 0.289421 1.713948

Force components x, y, z for each atom (eV/Å):
C 1.66 -0.91 -2.27
C 0.33 -0.50 -0.39
C -4.43 -2.47 1.10
N 3.12 1.89 1.52
N 1.22 -0.35 0.53
O 0.75 -1.46 0.99
O -1.65 0.39 -0.89
H -0.73 0.31 1.29
H 0.16 2.70 -0.10
H -0.44 0.39 -1.78

Charge: -1
ΔE to the lowest compared entry with this formula, charge and spin in kcal per mole: 161.0
E_HOMO in eV: -3.98
HOMO-LUMO gap in eV: 8.1



[5]
C3H3N2O2S | the ωB97M-V functional and the def2-TZVPD basis

Positions of all 11 atoms, in Å:
C1 0.140470 0.453793 -0.874747
C2 2.151781 1.094839 0.082758
C3 -1.499984 -0.877344 0.337416
N1 1.387559 1.008774 -0.848067
N2 -0.267984 -0.110430 0.301063
O1 -0.556335 0.388436 -1.844047
O2 3.226070 1.376387 0.509174
S1 0.863247 -0.104133 1.606057
H1 -2.118568 -0.439854 -0.555308
H2 -1.228627 -1.930376 0.041703
H3 -2.097629 -0.860093 1.243998

Force components x, y, z for each atom (eV/Å):
C 0.04 -0.92 2.00
C 2.28 -0.75 3.04
C -0.19 0.01 -3.09
N -1.45 0.78 -3.20
N 0.19 0.34 1.28
O -1.18 0.34 -2.62
O -0.35 0.27 -0.03
S -0.06 -0.01 0.15
H 0.86 -0.96 1.73
H -0.61 0.64 0.49
H 0.48 0.26 0.26

Charge: -1
ΔE to the lowest compared entry with this formula, charge and spin in kcal per mole: 0.0
E_HOMO in eV: -3.30
HOMO-LUMO gap in eV: 7.0



[6]
C3H3N2O3 | the ωB97M-V functional and the def2-TZVPD basis

Positions of all 11 atoms, in Å:
O1 2.873982 1.513992 0.494779
C1 1.733126 1.128226 0.209960
N1 1.056780 0.144822 0.944414
N2 -0.306534 0.102184 0.559906
O2 -0.678250 -1.239529 0.168356
C2 -0.445212 1.095217 -0.418169
C3 0.758215 1.713740 -0.812104
O3 0.958275 2.609225 -1.676962
H1 1.575330 -0.360324 1.630774
H2 -0.172797 -1.704926 -0.505480
H3 -1.221251 1.125693 -1.124715

Force components x, y, z for each atom (eV/Å):
O -0.92 -0.80 -0.31
C 1.23 0.77 0.86
N 0.47 1.82 -2.69
N 0.38 -1.06 1.61
O -1.24 -0.42 0.93
C 2.29 0.64 -1.57
C -1.29 -0.31 0.56
O 0.41 -0.73 0.73
H -0.78 -0.45 0.64
H 1.00 0.83 -0.72
H -1.56 -0.29 -0.04

Charge: -1
ΔE to the lowest compared entry with this formula, charge and spin in kcal per mole: 89.7
E_HOMO in eV: -2.83
HOMO-LUMO gap in eV: 6.8
SMILES string: O=c1[nH]n(O)cc1[O-]



[7]
C3H3N2O3P | the ωB97M-V functional and the def2-TZVPD basis

Positions of all 12 atoms, in Å:
C1 -1.074078 -0.136553 -0.117505
C2 0.120539 -0.773509 0.075127
C3 0.460135 1.277845 -0.475384
N1 -0.855570 1.165680 -0.467143
N2 1.090311 0.144861 -0.160731
O1 3.045952 -1.322220 0.840235
O2 3.242203 -0.489191 -1.550213
O3 3.691280 1.950050 0.687443
P1 2.895425 -0.187300 -0.121115
H1 -2.076423 -0.527757 -0.030617
H2 0.369034 -1.779448 0.357999
H3 1.004082 2.175790 -0.693112

Force components x, y, z for each atom (eV/Å):
C -0.17 -0.21 0.02
C -0.27 -0.49 0.12
C -0.08 0.57 -0.17
N -0.20 0.36 -0.11
N 0.73 -0.15 0.26
O -0.30 0.18 0.52
O -0.10 0.58 0.01
O -1.56 -3.62 -1.46
P 1.71 2.79 0.69
H -0.03 -0.10 0.04
H 0.06 -0.07 0.05
H 0.22 0.16 0.03

Charge: -2
ΔE to the lowest compared entry with this formula, charge and spin in kcal per mole: 82.3
E_HOMO (spin up / spin down) in eV: 0.47 / 0.51
HOMO-LUMO gap (spin up / spin down) in eV: 6.0 / 6.0



[8]
C3H3N2O3PS | the ωB97M-V functional and the def2-TZVPD basis

Positions of all 13 atoms, in Å:
C1 0.720966 0.914942 1.588319
P1 -0.886126 1.549088 1.438428
O1 -1.866477 1.033156 2.434862
O2 -0.962097 2.986016 1.043897
O3 -1.583052 0.772188 -0.167794
C2 -0.971984 -0.034333 -0.946516
C3 0.095005 -0.838537 -0.722722
N1 0.784685 -1.627563 -1.371301
N2 1.629335 -2.520517 -1.391649
S1 2.169550 -3.279907 -2.743272
H1 0.808310 -0.106467 1.932666
H2 1.461587 1.231273 0.869391
H3 -1.399702 -0.079339 -1.964308

Force components x, y, z for each atom (eV/Å):
C -0.79 -0.50 -0.74
P 0.54 0.26 0.71
O -0.16 -0.48 -0.01
O 0.13 0.10 -0.46
O 0.06 -0.13 -0.38
C -0.81 0.79 0.34
C -0.41 0.96 -0.14
N 0.96 -1.40 0.07
N -0.24 1.24 1.51
S 0.13 -0.68 -1.38
H 0.11 -0.15 0.27
H 0.21 0.18 -0.06
H 0.29 -0.18 0.28

Charge: -2
ΔE to the lowest compared entry with this formula, charge and spin in kcal per mole: 97.1
E_HOMO (spin up / spin down) in eV: 0.12 / 0.13
HOMO-LUMO gap (spin up / spin down) in eV: 5.4 / 5.4
SMILES string: C=P([O-])([O-])OC=C=NN=S



[9]
C3H3N2OP | the ωB97M-V functional and the def2-TZVPD basis

Positions of all 10 atoms, in Å:
O1 3.214069 0.665526 -0.116839
P1 2.392401 -0.562182 0.062780
C1 0.594010 -0.174395 0.017320
C2 0.024316 1.070036 0.104943
N1 -1.315106 1.035376 0.071077
N2 -1.642717 -0.221470 -0.013986
C3 -0.597938 -1.072694 -0.007152
H1 0.464927 1.985101 0.171534
H2 -2.555103 -0.620483 -0.180608
H3 -0.578861 -2.104811 -0.109065

Force components x, y, z for each atom (eV/Å):
O -0.86 -0.32 0.12
P -0.25 -0.16 -0.11
C -1.01 -2.56 0.29
C -2.65 -0.93 -0.31
N 0.23 1.79 0.01
N 0.92 -3.45 -0.13
C 3.30 4.00 -0.19
H 1.29 2.26 0.17
H -0.39 0.99 0.24
H -0.59 -1.61 -0.11

ΔE to the lowest compared entry with this formula, charge and spin in kcal per mole: 11.9
E_HOMO in eV: -9.42
HOMO-LUMO gap in eV: 8.8
SMILES string: O=Pc1cn[nH]c1



[10]
C3H3N2OS | the ωB97M-V functional and the def2-TZVPD basis

Positions of all 10 atoms, in Å:
C1 -1.328496 1.854263 -0.169418
C2 -3.151356 0.352724 0.046203
C3 -0.643785 -0.392518 -0.066961
N1 -2.593446 1.423768 0.055851
N2 0.481927 -1.167615 -0.059800
O1 -0.305187 0.887322 -0.066346
S1 -4.262830 -0.795018 -0.010319
H1 -1.059381 2.725390 0.428889
H2 0.370280 -2.145972 -0.253846
H3 1.424250 -0.781030 -0.154296

Force components x, y, z for each atom (eV/Å):
C -1.31 -1.12 1.54
C -0.77 -4.03 -0.52
C 0.77 -0.96 -0.35
N 1.02 5.25 -0.24
N -0.35 1.08 -0.08
O 1.33 -0.47 -0.19
S -0.64 0.04 0.20
H 0.25 0.11 -0.55
H -0.15 0.05 0.17
H -0.13 0.04 0.02

Expectation value of S²: 2.0179
Charge: -1
ΔE to the lowest compared entry with this formula, charge and spin in kcal per mole: 28.4
E_HOMO (spin up / spin down) in eV: 0.44 / -3.93
HOMO-LUMO gap (spin up / spin down) in eV: 3.5 / 7.6
Spin multiplicity: 3



[11]
C3H3N2P | the ωB97M-V functional and the def2-TZVPD basis

Positions of all 9 atoms, in Å:
C1 -0.331783 1.763606 0.323429
C2 -2.366045 -1.227939 -0.532854
C3 1.252404 -0.296621 -0.087571
N1 -0.482041 2.501709 1.192421
N2 -2.692360 -2.103328 0.128883
P1 0.294730 0.990797 -1.189231
H1 0.554426 -1.005989 0.498603
H2 1.976169 0.291261 0.486194
H3 1.794496 -0.913498 -0.819872

Force components x, y, z for each atom (eV/Å):
C 0.49 0.13 -1.57
C 1.05 1.75 -1.13
C -1.04 -0.57 -1.27
N -0.30 0.13 0.60
N -0.51 -1.30 0.96
P -0.47 -1.47 2.52
H 1.13 1.57 -0.72
H -0.32 -0.32 0.26
H -0.02 0.09 0.36

ΔE to the lowest compared entry with this formula, charge and spin in kcal per mole: 102.0
E_HOMO (spin up / spin down) in eV: -11.61 / -9.70
HOMO-LUMO gap (spin up / spin down) in eV: 8.8 / 5.4



[12]
C3H3N2S | the ωB97M-V functional and the def2-TZVPD basis

Positions of all 9 atoms, in Å:
S1 2.601269 -0.612052 -0.262637
C1 0.839138 -0.485136 -0.054845
C2 -0.345810 -1.205151 0.176499
N1 -1.456233 -0.411942 0.161244
C3 -0.951474 0.831291 0.120490
N2 0.343586 0.848915 -0.111979
H1 -0.511621 -2.349099 -0.040249
H2 -1.500798 1.665604 0.149290
H3 0.981943 1.717571 -0.137812

Force components x, y, z for each atom (eV/Å):
S -0.95 -0.53 0.16
C 0.22 1.37 -0.09
C 0.82 -2.70 -2.03
N 0.47 1.82 0.97
C -0.82 -3.63 -0.60
N 3.10 0.64 0.55
H 0.69 2.39 0.91
H -2.11 3.01 0.08
H -1.42 -2.37 0.06

Charge: -1
ΔE to the lowest compared entry with this formula, charge and spin in kcal per mole: 7.1
E_HOMO in eV: -2.40
HOMO-LUMO gap in eV: 6.5
SMILES string: [S-]c1cnc[nH]1